Entry 1:
Density functional theory data (wB97M-V/def2-TZVPD) for one molecule with the formula C4H8O2.

Gap between HOMO and LUMO = 11.04 eV
SMILES string = CC(=O)[C@@H](C)O
Relative energy (zero: lowest compared OMol25 entry of this formula, charge and spin) = 19.44 kcal per mole
Total charge = 0
HOMO energy = -0.373 Ha
E_tot = -307.6815 Eh
Molecular weight = 88.1 g mol⁻¹
Spin multiplicity = 1

Last column: Löwdin charge in e.
CARTESIAN COORDINATES (ANGSTROEM)
C  -1.08915  0.81687  0.64759  -0.03
C  0.00627  -0.20463  0.96203  -0.39
O  -0.44305  -1.35532  1.61361  -0.03
C  0.43772  -0.67875  -0.41069  -0.41
O  0.05148  -1.77840  -0.76999  0.09
C  1.10101  0.26465  -1.35084  0.00
H  -0.68943  1.72252  0.17449  0.08
H  -1.59858  1.09094  1.56715  0.08
H  -1.82349  0.39857  -0.05211  0.10
H  0.81096  0.27179  1.55244  0.16
H  -0.50528  -1.98023  0.86661  0.07
H  0.34802  0.60847  -2.07273  0.10
H  1.85912  -0.30640  -1.88551  0.09
H  1.53440  1.12992  -0.84206  0.09

Entry 2:
Density functional theory data (wB97M-V/def2-TZVPD) for C24H27CrN6O2 as an isolated structure.

Gap between HOMO and LUMO (alpha / beta) = 7.46 / 7.40 eV
Relative energy (zero: lowest compared OMol25 entry of this formula, charge and spin) = 0.00 kcal per mole
Total charge = +2
HOMO energy (alpha / beta) = -0.524 / -0.531 Ha
E_tot = -2453.7048 Eh
Molecular weight = 483.5 g mol⁻¹
Spin multiplicity = 4

Last column: Mulliken spin population.
CARTESIAN COORDINATES (ANGSTROEM)
Cr  0.11699  0.62596  0.12444  3.33
C  -1.40711  3.34956  0.62284  0.00
C  -0.99471  3.30676  -0.85216  0.00
N  0.17469  2.43196  -1.06106  -0.04
C  1.47469  3.08026  -0.81966  0.00
C  1.75499  3.19486  0.67434  0.01
N  1.37829  1.94566  1.37914  -0.03
C  0.71889  2.21056  2.67364  0.00
C  -0.80991  1.98946  2.59624  0.00
N  -1.28151  2.00466  1.21044  0.01
H  -0.78431  4.05376  1.17214  0.00
H  -2.43231  3.72776  0.68964  0.00
H  -1.82441  2.89946  -1.43666  0.00
H  -0.80541  4.32926  -1.20446  0.00
H  0.18889  2.21186  -2.05656  0.00
H  2.22789  2.43966  -1.28566  0.00
H  1.52409  4.07276  -1.28456  0.00
H  2.81359  3.43096  0.81074  0.00
H  1.19319  4.02786  1.09674  0.00
H  2.25059  1.45636  1.57134  0.00
H  1.11489  1.54376  3.44074  0.00
H  0.94059  3.22666  3.01184  0.00
H  -1.04951  1.00986  3.01554  0.00
H  -1.32451  2.74326  3.20114  0.00
H  -2.20051  1.56876  1.19664  0.01
O  -3.18691  -4.96094  -2.37826  0.00
N  -3.23361  -4.95784  -1.17476  0.00
O  -3.81021  -5.73324  -0.46426  0.00
C  -2.46861  -3.89884  -0.49626  0.00
C  -1.88331  -4.19874  0.69184  0.00
C  -1.04751  -3.25974  1.35974  0.00
C  -0.43891  -3.51114  2.59894  0.02
C  0.40749  -2.55224  3.11604  0.00
C  0.61069  -1.36374  2.41894  0.03
N  0.00719  -1.06064  1.27194  -0.11
C  -0.80641  -2.01004  0.74424  0.03
C  -1.45661  -1.68194  -0.47656  0.01
N  -1.20311  -0.44434  -0.97206  -0.11
C  -1.79971  -0.11884  -2.11516  0.04
C  -2.68181  -0.95594  -2.78916  0.00
C  -2.95891  -2.21204  -2.29016  0.02
C  -2.31101  -2.61494  -1.11206  0.00
H  -2.05341  -5.17174  1.12844  0.00
H  -0.64611  -4.42294  3.13494  0.00
H  0.90789  -2.71114  4.05754  0.00
H  1.28569  -0.62204  2.82514  0.00
H  -1.56681  0.85106  -2.53436  0.00
H  -3.12751  -0.62154  -3.71116  0.00
H  -3.62721  -2.88324  -2.80876  0.00
C  4.06389  -0.86384  -2.24846  0.03
C  2.96009  -0.42094  -2.95606  -0.02
C  1.83089  0.00506  -2.27636  0.06
C  1.75819  -0.01184  -0.88606  -0.32
C  2.87289  -0.48154  -0.19716  0.06
C  4.00799  -0.91644  -0.86586  -0.02
H  4.96199  -1.16474  -2.76146  0.00
H  2.97339  -0.39674  -4.03406  0.00
H  0.97729  0.31696  -2.86636  0.00
H  2.86559  -0.55494  0.88674  0.00
H  4.85869  -1.27604  -0.30626  0.00

Entry 3:
Density functional theory data (wB97M-V/def2-TZVPD) for C26H27MoN4O2 as an isolated structure.

Gap between HOMO and LUMO = 6.18 eV
Relative energy (zero: lowest compared OMol25 entry of this formula, charge and spin) = 1.49 kcal per mole
Total charge = +3
HOMO energy = -0.639 Ha
E_tot = -1443.6593 Eh
Molecular weight = 523.5 g mol⁻¹
Spin multiplicity = 1

Last column: Löwdin charge in e.
CARTESIAN COORDINATES (ANGSTROEM)
Mo  0.11767  -0.14560  0.34028  1.82
O  0.38910  -0.82449  -1.35475  -0.25
C  1.13586  -1.56218  -2.18760  -0.24
C  0.78516  -1.71734  -3.51626  0.05
C  1.63057  -2.48865  -4.29891  0.02
C  2.79408  -3.08016  -3.78159  0.00
C  3.13417  -2.90084  -2.46172  0.03
C  2.29341  -2.12936  -1.63365  -0.12
C  2.62915  -1.86959  -0.29023  0.00
N  1.94406  -1.19173  0.60407  -0.10
C  2.62150  -1.04630  1.91620  -0.14
C  1.51753  -0.94117  2.92526  -0.15
N  0.59454  0.06851  2.36551  -0.10
C  0.25515  1.05422  3.17150  0.01
C  -0.55446  2.16493  2.87649  -0.12
C  -0.66060  3.24237  3.78337  0.04
C  -1.39316  4.34892  3.43104  0.00
C  -2.02824  4.39755  2.18142  0.02
C  -1.97017  3.34238  1.28170  0.02
C  -1.23595  2.22950  1.65134  -0.28
O  -1.16517  1.14114  0.86759  -0.28
H  -0.09879  -1.24701  -3.92091  0.14
H  1.38923  -2.63211  -5.34438  0.14
H  3.42638  -3.66914  -4.43065  0.14
H  4.03645  -3.33976  -2.05523  0.14
H  3.57900  -2.27699  0.05082  0.16
H  3.22615  -0.13746  1.89923  0.15
H  3.26902  -1.90198  2.09997  0.14
H  1.87703  -0.62963  3.90425  0.14
H  0.97905  -1.88443  3.03848  0.13
H  0.68543  1.01547  4.17031  0.16
H  -0.14849  3.19625  4.73612  0.14
H  -1.46921  5.19044  4.10462  0.13
H  -2.57332  5.29213  1.90798  0.14
H  -2.43372  3.40393  0.30716  0.13
N  1.22479  2.54245  -0.97363  0.13
C  0.83321  1.54993  -0.53596  -0.29
C  -4.75467  0.60176  1.00800  0.05
N  -4.80444  0.28904  -0.45449  -0.18
C  -5.47960  1.38731  -1.22874  0.04
C  -3.44583  -0.03066  -1.04358  -0.06
C  -2.84787  -1.27244  -0.43588  -0.21
C  -3.61014  -2.44266  -0.47707  -0.01
C  -3.17287  -3.64416  0.06224  -0.01
C  -1.91322  -3.72247  0.62828  -0.02
C  -1.09646  -2.59421  0.61649  -0.09
C  -1.58147  -1.38961  0.13311  -0.17
H  -5.77106  0.76889  1.35434  0.12
H  -4.16044  1.50275  1.13307  0.09
H  -4.30661  -0.23895  1.53013  0.11
H  -5.38128  -0.54748  -0.56000  0.17
H  -4.87444  2.28496  -1.13093  0.11
H  -6.46767  1.54432  -0.80559  0.12
H  -5.55120  1.08578  -2.27018  0.12
H  -2.83510  0.85901  -0.91271  0.12
H  -3.62627  -0.17679  -2.10923  0.15
H  -4.58088  -2.42909  -0.96429  0.13
H  -3.80513  -4.51992  0.01443  0.14
H  -1.54112  -4.65349  1.03350  0.13
H  -0.07971  -2.69978  0.99091  0.10

Entry 4:
Density functional theory data (wB97M-V/def2-TZVPD) for one molecule with the formula C4H8O3.

Gap between HOMO and LUMO = 11.08 eV
SMILES string = C[C@@H](O)COC=O
Relative energy (zero: lowest compared OMol25 entry of this formula, charge and spin) = 21.33 kcal per mole
Total charge = 0
HOMO energy = -0.376 Ha
E_tot = -382.9308 Eh
Molecular weight = 104.1 g mol⁻¹
Spin multiplicity = 1

Last column: Löwdin charge in e.
CARTESIAN COORDINATES (ANGSTROEM)
C  1.63082  0.56035  1.18501  -0.04
C  0.68160  -0.20354  0.26532  -0.43
O  0.07928  -1.20684  1.04986  -0.03
C  -0.33966  0.74689  -0.35907  -0.11
O  -0.90572  0.25031  -1.59664  -0.01
C  -1.82174  -0.70585  -1.53315  -0.32
O  -2.21210  -1.26601  -0.53448  0.06
H  1.11000  1.34983  1.73920  0.08
H  2.46263  1.00882  0.63350  0.08
H  2.03242  -0.14703  1.91415  0.08
H  1.25775  -0.64456  -0.56685  0.15
H  -0.77113  -1.44637  0.64889  0.05
H  0.13235  1.68537  -0.65773  0.13
H  -1.14618  0.95244  0.35385  0.14
H  -2.19033  -0.93381  -2.54187  0.15

Entry 5:
Density functional theory data (wB97M-V/def2-TZVPD) for a 3-piece molecular cluster, C3H5Br3Cl4 overall.

Gap between HOMO and LUMO = 9.74 eV
SMILES string = BrC(Br)Br.ClCCl.ClCCl
Relative energy (zero: lowest compared OMol25 entry of this formula, charge and spin) = 19.74 kcal per mole
Total charge = 0
HOMO energy = -0.391 Ha
E_tot = -9680.0676 Eh
Molecular weight = 422.6 g mol⁻¹
Spin multiplicity = 1

Last column: Löwdin charge in e.
CARTESIAN COORDINATES (ANGSTROEM)
C  -1.94023  -2.72102  4.21152  -1.03
Cl  -2.80069  -2.68688  5.81874  0.43
Cl  -3.20099  -2.73281  3.07721  0.55
H  -1.38277  -1.78449  4.22826  0.02
H  -1.28355  -3.58669  4.12502  0.04
C  0.75824  -0.12411  -5.13004  -0.93
Cl  0.47598  -1.26876  -6.54669  0.44
Cl  -0.61489  -0.15767  -3.93211  0.45
H  1.66211  -0.38901  -4.58145  0.02
H  0.91027  0.89655  -5.48109  0.02
C  1.43446  2.83336  0.78254  -1.46
Br  2.88669  3.78405  -0.23395  0.50
Br  0.37722  4.17021  1.85027  0.50
Br  1.98529  1.19309  1.82219  0.51
H  0.73288  2.57424  -0.01039  -0.04

Entry 6:
Density functional theory data (wB97M-V/def2-TZVPD) for a 2-piece molecular cluster, C4H6N2O overall.

Gap between HOMO and LUMO = 11.45 eV
SMILES string = N#CCCOC#N.[H][H]
Relative energy (zero: lowest compared OMol25 entry of this formula, charge and spin) = 74.79 kcal per mole
Total charge = 0
HOMO energy = -0.408 Ha
E_tot = -340.6757 Eh
Molecular weight = 98.1 g mol⁻¹
Spin multiplicity = 1

Last column: Löwdin charge in e.
CARTESIAN COORDINATES (ANGSTROEM)
N  2.54564  -0.22870  -1.35261  0.16
C  1.87532  0.04010  -0.44386  -0.42
O  1.15347  0.29892  0.59502  -0.02
C  0.01242  1.16819  0.39807  -0.14
C  -1.27049  0.39924  0.69753  -0.14
C  -1.72680  -0.43825  -0.41677  -0.23
N  -2.10531  -1.07249  -1.30603  0.16
H  1.15053  -2.09399  -0.75717  0.06
H  0.63250  -2.12031  -0.22246  0.06
H  0.02544  1.56643  -0.61917  0.14
H  0.13435  1.98252  1.11444  0.13
H  -1.11746  -0.22561  1.58370  0.13
H  -2.06599  1.11418  0.93478  0.13

- Which formula does entry 3 have?
  C26H27MoN4O2